Here is C36H37F3HgP2 as an isolated structure at a distorted geometry from the OMol25 dataset. Energies are from ωB97M-V with the def2-TZVPD basis set.

Geometry as XYZ:
```
79
Properties=species:S:1:pos:R:3:mulliken_charge:R:1
Hg 0.99676 0.01293 2.24492 2.00
P -2.38770 -1.04488 -1.28681 -0.33
P 1.24833 1.40511 -0.80181 0.93
F 0.23433 0.98009 5.51439 -0.32
F -1.42054 -0.01985 4.53473 -0.23
F -1.00601 2.09821 4.11009 -0.24
C -6.04367 -2.43110 -3.73912 -0.35
C -2.94773 -2.45648 2.43710 -0.41
C -0.06922 4.88865 -2.49559 -0.72
C 1.59480 2.52824 0.66090 2.34
C -1.78939 -3.46315 0.06747 -0.20
C 0.09346 3.77575 -1.67102 0.25
C 3.35764 -2.08102 2.41913 -1.11
C 1.11952 -1.92425 1.21730 0.73
C 2.43673 4.09149 2.84613 -0.89
C 1.06509 2.80321 -1.98766 -0.50
C 4.14149 -1.28331 1.36014 -0.88
C 3.55300 0.07911 0.89463 -0.95
C 1.85581 -1.92057 2.44179 -0.56
C 1.72615 2.84619 -3.21882 -0.32
C 1.54636 3.95948 -4.04204 -0.76
C -1.68897 -4.17286 1.26882 -0.85
C 2.26781 3.75205 0.46685 -0.94
C -4.04815 -1.07032 -3.56144 -0.56
C -2.23197 -3.65840 2.44941 -0.64
C -5.24880 -1.36826 -4.19944 -0.59
C -3.05166 -1.72395 1.26078 -0.41
C 0.68139 4.98794 -3.67564 -0.46
C -5.60044 -3.23258 -2.68257 -0.70
C -2.39712 -2.18829 0.09496 0.67
C 2.70040 4.52171 1.54061 -0.77
C 1.37654 2.12077 1.97274 -1.43
C 1.76416 -2.31641 -0.09511 -1.44
C 2.71488 0.12725 -0.41453 -0.40
C 1.74550 2.88187 3.05314 -0.39
C -4.39290 -2.93627 -2.04759 -0.20
C -3.64587 -1.78434 -2.40432 0.61
C -0.41604 0.87989 4.32571 -0.20
C -0.92055 0.72671 1.45512 -1.12
C -0.62949 -0.84687 -1.56254 -1.02
C -0.07578 0.43836 -1.60971 -0.74
C 2.45618 -1.27197 -1.00297 -1.90
H 3.15390 0.64891 1.74491 0.29
H -0.16198 -1.69341 -2.07220 0.99
H 2.09760 4.02438 -4.98162 0.37
H -5.57807 -0.78628 -5.06469 0.35
H 0.97964 -2.78053 -0.70028 0.41
H 4.45674 -1.91195 0.50908 0.20
H -6.99048 -2.65760 -4.22715 0.35
H -1.18795 -5.15047 1.26567 0.40
H 2.43290 4.14490 -0.54395 0.34
H 1.54088 2.56139 4.06308 0.39
H 4.45776 0.68356 0.68071 0.43
H -3.43707 -2.08943 3.34201 0.41
H 3.43013 -1.71245 -1.30139 0.67
H -3.63664 -0.80254 1.20792 0.42
H -0.51222 3.68110 -0.76567 0.36
H -4.02352 -3.60372 -1.26688 0.26
H 1.36915 -2.32416 3.33814 0.64
H 2.46446 -3.14075 0.10736 0.73
H 3.75143 -1.80138 3.40093 0.48
H 2.74070 4.69765 3.70196 0.38
H -0.51991 1.05797 -2.42211 0.30
H 0.05333 -2.18399 1.23661 -0.03
H 1.88372 -1.15925 -1.93033 0.70
H -1.42308 -3.88601 -0.87283 0.52
H -3.40054 -0.27460 -3.94593 0.33
H 3.31481 0.70321 -1.16298 1.14
H -0.93282 1.81239 1.36897 0.76
H 5.09381 -1.01503 1.85722 0.53
H -0.77274 5.66911 -2.21511 0.41
H 3.22108 5.46209 1.36848 0.43
H -6.18883 -4.09923 -2.36033 0.36
H -2.12929 -4.20943 3.38886 0.40
H 0.57738 5.87673 -4.29855 0.38
H 2.36825 2.01219 -3.50571 0.38
H -1.05323 0.29890 0.45857 -0.18
H 3.60539 -3.15514 2.32252 0.36
H -1.70895 0.39297 2.13658 0.32
```

Values from the calculation:
- HOMO (alpha / beta): -7.1174 / -7.0518 eV
- Gap between HOMO and LUMO (alpha / beta): 6.2 / 5.6 eV
- Relative energy (zero: lowest compared OMol25 entry of this formula, charge and spin): 624.66 kJ/mol
- Max |F|: 0.07037 Eh/bohr